Density functional theory data (wB97M-V/def2-TZVPD) for a 3-piece molecular cluster, C6H18N2O2 overall in a non-equilibrium geometry.

Computed properties:
relative energy (zero: lowest compared OMol25 entry of this formula, charge and spin): 145.4 kJ/mol
gap between HOMO and LUMO: 0.3289 hartree
structure (SMILES): C=CCCNCCN.O.O

```
! RIJCOSX wB97M-V def2-TZVPD def2/J DEFGRID3
* xyz 0 1
C 2.38539 1.50868 0.79575
C 1.62046 0.61219 1.38316
C 0.11502 0.64954 1.42186
C -0.54091 -0.67917 1.77355
N -0.45344 -1.77569 0.78791
C -1.43044 -1.91918 -0.27465
C -1.30455 -1.08645 -1.53977
N -1.83887 0.25701 -1.40181
H 3.44223 1.28108 0.85758
H 2.08025 2.39666 0.29077
H 1.99280 -0.29904 1.80375
H -0.28799 1.32774 2.18711
H -0.30022 0.96712 0.46050
H -0.01522 -1.09084 2.63635
H -1.59055 -0.57267 2.08063
H -0.34230 -2.62712 1.30682
H -1.31452 -2.95938 -0.53998
H -2.50078 -1.82422 -0.00941
H -1.83625 -1.59022 -2.35249
H -0.29009 -1.06645 -1.94055
H -2.35310 0.42419 -0.54713
H -1.22242 1.05234 -1.46698
O 2.09489 -0.90873 -1.09674
H 1.58677 -0.13527 -0.83706
H 1.65534 -1.54212 -0.52082
O -0.37070 2.78672 -1.11786
H -0.16494 3.18801 -1.98437
H -0.37180 3.57674 -0.55427
*
```

Results of the natural (NBO) charge analysis, in e, for atoms 1 through 5: -0.398, -0.175, -0.491, -0.205, -0.652

Density functional theory data (wB97M-V/def2-TZVPD) for a 3-piece molecular cluster, C5H14O2 overall in a non-equilibrium geometry.

Computed properties:
relative energy (zero: lowest compared OMol25 entry of this formula, charge and spin): 117.2 kJ/mol
gap between HOMO and LUMO: 0.3693 hartree
structure (SMILES): C=CCCC.O.O

```
! RIJCOSX wB97M-V def2-TZVPD def2/J DEFGRID3
* xyz 0 1
C -1.62512 2.37853 0.42806
C -0.72813 1.98948 -0.47611
C 0.51796 1.19510 -0.16486
C 1.72966 1.64003 -1.05518
C 3.06067 1.13824 -0.52170
H -1.50110 2.10803 1.48145
H -2.47724 2.94006 0.06358
H -0.68584 2.47876 -1.46811
H 0.64312 1.27411 0.94083
H 0.39099 0.10021 -0.29208
H 1.55734 2.73810 -1.16468
H 1.45898 1.20790 -2.02490
H 3.37263 1.81064 0.29105
H 2.86521 0.14068 -0.13748
H 3.84033 1.23701 -1.28663
O -3.88261 -4.31947 1.69964
H -4.13967 -3.62239 1.08955
H -4.31543 -4.00449 2.49314
O 1.12659 -2.28731 -0.31012
H 2.04127 -2.11443 -0.60355
H 1.04834 -3.03014 0.28983
*
```

Results of the natural (NBO) charge analysis, in e, for atoms 1 through 5: -0.415, -0.160, -0.459, -0.390, -0.613

Density functional theory data (wB97M-V/def2-TZVPD) for C9H8O7Rb as an isolated structure in a non-equilibrium geometry.

Computed properties:
relative energy (zero: lowest compared OMol25 entry of this formula, charge and spin): 111.3 kJ/mol
gap between HOMO and LUMO: 0.1377 hartree

```
! RIJCOSX wB97M-V def2-TZVPD def2/J DEFGRID3
* xyz -1 1
Rb -2.25476 0.57724 -1.31963
C 1.00134 -2.52713 -3.43535
C -0.00963 -2.01628 -2.53429
C 0.26515 -1.99519 -0.97267
O -0.58490 -1.54740 -0.19661
C 1.61742 -2.61480 -0.55713
C 2.47379 -3.04998 -1.51882
C 2.15061 -3.07314 -2.98993
O 2.89150 -3.67944 -3.88487
O 3.54005 -3.59805 -1.00123
O -1.04976 -1.59628 -3.04039
H 0.69375 -2.70324 -4.45553
H 1.93913 -2.65031 0.47323
C -2.07718 4.73621 2.03312
O -1.31873 3.68046 2.66961
C -1.14989 2.46432 2.08635
O -1.82719 2.14301 1.11418
O -0.17712 1.83050 2.70198
C 0.15594 0.50935 2.32817
H -3.04525 4.25775 1.88478
H -1.78852 5.07912 1.03954
H -2.18569 5.61371 2.67056
H 0.26208 -0.10608 3.22153
H 1.10772 0.35081 1.82114
H -0.62983 -0.08527 1.86222
*
```

Results of the Löwdin charge analysis, in e, for atoms 1 through 5: 0.984, -0.046, -0.402, -0.342, -0.166

Density functional theory data (wB97M-V/def2-TZVPD) for a 7-piece molecular cluster, C35H54Cl12O3 overall in a non-equilibrium geometry.

Computed properties:
gap between HOMO and LUMO: 0.2979 hartree
structure (SMILES): COCCCCCCCCC1=C(CCc2ccccc2)C(=O)C=CC1=O.ClCCCl.ClCCCl.ClCCCl.ClCCCl.ClCCCl.ClCCCl

```
! RIJCOSX wB97M-V def2-TZVPD def2/J DEFGRID3
* xyz 0 1
C -2.02123 4.52077 -3.13906
O -2.47183 5.28923 -2.01867
C -3.72945 4.81736 -1.52849
C -3.63746 3.47112 -0.71196
C -2.29675 3.34110 0.12931
C -2.35905 1.90791 0.84601
C -0.88071 1.31802 1.02702
C -0.89376 -0.24887 0.69569
C -0.37493 -1.09970 1.95493
C -0.14792 -2.63414 1.58177
C 0.93542 -2.74725 0.47411
C 0.68553 -2.89824 -0.86573
C -0.79083 -3.01340 -1.36588
C -0.96370 -3.70960 -2.76901
C -0.72016 -2.70919 -3.96892
C 0.15884 -3.09695 -5.08394
C 0.40446 -2.14663 -6.15532
C -0.23566 -0.84236 -6.04710
C -1.11953 -0.44051 -4.97593
C -1.36640 -1.40689 -3.88978
C 1.94885 -2.94445 -1.77343
O 2.07826 -2.36759 -2.82320
C 3.14636 -3.78884 -1.19788
C 3.39265 -3.63754 0.12863
C 2.43554 -2.68758 0.93465
O 2.83847 -1.95448 1.80454
H -2.34224 3.44208 -3.09078
H -0.90288 4.53691 -3.14459
H -2.38805 4.97198 -4.10102
H -4.15772 5.63230 -0.88141
H -4.43177 4.64408 -2.39671
H -3.68524 2.60890 -1.43354
H -4.50706 3.41041 -0.00659
H -2.27277 4.08373 0.97644
H -1.39383 3.42579 -0.52007
H -2.93797 1.25117 0.14453
H -2.86939 1.98792 1.83753
H -0.46517 1.54069 2.04807
H -0.21833 1.85479 0.29377
H -0.25918 -0.41567 -0.21211
H -1.93157 -0.64063 0.49057
H -1.20942 -1.11110 2.73309
H 0.52477 -0.61776 2.40678
H -1.12470 -3.10970 1.33293
H 0.27258 -3.12467 2.50749
H -1.31661 -3.68128 -0.62410
H -1.27225 -2.00997 -1.30229
H -0.37693 -4.66713 -2.88175
H -2.05187 -3.99698 -2.86016
H 0.59375 -4.11738 -5.02237
H 1.08763 -2.44861 -6.97408
H -0.01918 -0.10747 -6.85871
H -1.57262 0.57939 -4.98247
H -2.03561 -1.10721 -3.04915
H 3.75605 -4.46551 -1.83619
H 4.21532 -4.14887 0.67224
Cl -1.75482 -5.97705 -5.57953
C -1.95201 -7.56541 -4.80103
C -2.46278 -7.45003 -3.38384
Cl -1.25754 -6.73150 -2.28345
H -0.99331 -8.08170 -4.84039
H -2.66597 -8.12634 -5.40510
H -2.69328 -8.44209 -2.99411
H -3.36796 -6.84572 -3.33275
Cl -2.38204 -3.59333 -11.74226
C -0.87458 -2.87809 -11.11761
C -0.06294 -3.86853 -10.31396
Cl -0.85238 -4.29336 -8.77564
H -1.13633 -2.00189 -10.52531
H -0.30020 -2.54571 -11.98301
H 0.90588 -3.43427 -10.06355
H 0.11067 -4.78864 -10.87089
Cl 2.38024 4.52105 5.73797
C 2.06010 2.79285 5.45437
C 1.89268 2.47868 3.98548
Cl 0.39597 3.17463 3.31305
H 1.17645 2.51390 6.02757
H 2.91223 2.24392 5.85530
H 1.83072 1.39837 3.84393
H 2.73151 2.85090 3.39832
Cl 4.70473 3.54883 11.61240
C 4.36343 4.69316 10.28932
C 3.10918 4.32940 9.52830
Cl 3.30502 2.83324 8.58479
H 5.23404 4.72211 9.63473
H 4.24632 5.67695 10.74478
H 2.86536 5.12098 8.81779
H 2.25901 4.19874 10.19678
Cl 4.08306 6.68977 3.25893
C 5.60480 7.34585 3.91070
C 6.38258 6.31373 4.69533
Cl 5.57140 5.87213 6.21939
H 5.36358 8.21467 4.52225
H 6.19509 7.68240 3.05772
H 7.36112 6.71430 4.96246
H 6.53422 5.40284 4.11741
Cl -1.76435 -0.69811 5.92863
C -3.53430 -0.90376 5.92226
C -4.03138 -1.51683 4.63315
Cl -3.85125 -0.40906 3.25037
H -3.98853 0.06974 6.10358
H -3.78021 -1.55628 6.76064
H -5.09395 -1.74693 4.71848
H -3.50206 -2.43998 4.39853
*
```

Results of the Löwdin charge analysis, in e, for atoms 1 through 5: -0.121, -0.222, -0.239, -0.188, -0.184